{"formula": "BrPb", "method": "ωB97M-V/def2-TZVPD", "symbols": ["Pb", "Br"], "coordinates": [[0.8539, 0.7224, 0.0082], [-0.8539, -0.7224, -0.0082]], "atomic_forces_ev_per_a": [[4.46, 3.78, 0.04], [-4.46, -3.78, -0.04]], "lowdin_charge": [0.8550, 0.1450], "homo_energy_ha": -0.606, "e_above_lowest_kj_mol": 56.9, "energy_ev": -75282.5643, "total_charge": 1}

{"formula": "C34H39F4NO2", "method": "ωB97M-V/def2-TZVPD", "symbols": ["C", "C", "N", "C", "C", "C", "C", "C", "C", "C", "C", "O", "O", "H", "H", "H", "H", "H", "H", "H", "H", "H", "H", "H", "H", "H", "H", "H", "H", "H", "H", "H", "F", "C", "C", "C", "C", "C", "C", "H", "H", "H", "H", "H", "F", "C", "C", "C", "C", "C", "C", "H", "H", "H", "H", "H", "F", "C", "C", "C", "C", "C", "C", "H", "H", "H", "H", "H", "F", "C", "C", "C", "C", "C", "C", "H", "H", "H", "H", "H"], "coordinates": [[-0.9179, 2.5706, -2.1359], [-2.3182, 2.2032, -2.6468], [-3.2018, 1.5855, -1.6630], [-2.6554, 0.4146, -1.0603], [-3.5979, -0.7023, -0.7045], [-2.7720, -1.5777, 0.2552], [-2.4041, -3.0109, -0.1761], [-1.0774, -3.2568, -0.8868], [0.1618, -3.2183, 0.0295], [-0.8917, -2.3913, -2.1414], [-1.7234, -0.5932, 0.7781], [-0.9373, -0.6923, 1.6331], [-1.8186, 0.5769, 0.0943], [-0.4582, 3.2213, -2.8645], [-1.0007, 3.0915, -1.1905], [-0.3215, 1.6843, -1.9743], [-2.2074, 1.5644, -3.5107], [-2.7980, 3.1244, -2.9485], [-3.4297, 2.2319, -0.9110], [-1.9726, 0.0219, -1.8203], [-4.1169, -1.1790, -1.5203], [-4.3589, -0.2227, -0.0879], [-3.4389, -1.7048, 1.1028], [-2.5133, -3.7047, 0.6433], [-3.1704, -3.2964, -0.8915], [-1.1306, -4.2767, -1.2563], [-0.1726, -3.1239, 1.0540], [0.8089, -4.0724, -0.0949], [0.6841, -2.2995, -0.1763], [-1.8534, -2.0657, -2.5164], [-0.2684, -1.5327, -1.9226], [-0.4010, -2.9700, -2.9101], [4.3629, -1.1352, 0.9907], [3.7123, -0.4593, 1.9654], [2.3323, -0.4551, 1.9759], [1.6637, 0.2322, 2.9748], [2.3858, 0.9170, 3.9452], [3.7739, 0.9077, 3.9190], [4.4447, 0.2100, 2.9260], [1.7894, -0.9846, 1.2103], [0.5876, 0.2366, 2.9949], [1.8636, 1.4585, 4.7233], [4.3363, 1.4432, 4.6727], [5.5266, 0.1824, 2.8934], [1.2627, 2.6304, -5.0098], [2.3637, 3.3741, -4.7829], [2.6860, 4.3843, -5.6664], [3.8174, 5.1500, -5.4259], [4.6114, 4.8915, -4.3169], [4.2716, 3.8682, -3.4427], [3.1368, 3.1042, -3.6718], [2.0576, 4.5648, -6.5287], [4.0795, 5.9496, -6.1058], [5.4953, 5.4884, -4.1343], [4.8912, 3.6632, -2.5800], [2.8502, 2.3071, -2.9980], [-9.9917, 0.4123, 0.1798], [-8.8509, 1.1041, 0.3607], [-8.7215, 1.9049, 1.4779], [-7.5436, 2.6129, 1.6640], [-6.5194, 2.5189, 0.7312], [-6.6700, 1.7114, -0.3884], [-7.8424, 0.9932, -0.5753], [-9.5346, 1.9697, 2.1889], [-7.4253, 3.2393, 2.5381], [-5.6029, 3.0765, 0.8786], [-5.8730, 1.6404, -1.1186], [-7.9771, 0.3521, -1.4367], [5.8149, -3.2238, 6.3067], [5.8457, -3.6900, 5.0421], [6.4540, -4.9032, 4.7899], [6.4802, -5.3826, 3.4884], [5.9098, -4.6425, 2.4614], [5.3061, -3.4213, 2.7336], [5.2682, -2.9418, 4.0360], [6.8990, -5.4607, 5.6037], [6.9475, -6.3352, 3.2761], [5.9361, -5.0183, 1.4466], [4.8669, -2.8461, 1.9351], [4.7950, -1.9987, 4.2722]], "atomic_forces_ev_per_a": [[-0.74, -0.13, -0.05], [0.54, 0.72, 0.71], [-0.02, -0.15, 1.10], [0.83, -1.23, -2.32], [-0.15, 0.74, 1.24], [-0.79, -0.05, 0.44], [0.30, 0.46, -0.68], [0.46, -0.41, -0.20], [-0.96, 0.59, -0.02], [-0.11, -0.27, 0.50], [-1.59, 0.38, -2.37], [1.70, -0.81, 2.28], [-0.27, 0.64, 0.19], [0.40, 0.10, -0.18], [0.07, 0.21, 0.24], [0.33, -0.18, 0.00], [-0.28, -0.29, -0.28], [-0.26, 0.14, -0.33], [-0.15, 0.20, -0.27], [0.00, -0.04, -0.13], [0.24, -0.20, -0.41], [-0.39, -0.06, -0.03], [0.12, -0.20, 0.41], [0.13, -0.08, 0.46], [-0.32, -0.06, -0.07], [-0.28, -0.30, 0.01], [0.17, -0.30, 0.39], [0.23, -0.15, -0.03], [0.61, 0.22, -0.03], [-0.18, 0.12, -0.29], [0.03, 0.36, -0.05], [0.21, -0.03, -0.31], [-0.06, 0.24, -0.20], [-0.25, 0.31, 0.32], [-0.01, -0.16, -0.21], [0.27, 0.21, 0.30], [0.00, 0.00, 0.02], [-0.16, -0.02, -0.02], [0.35, 0.02, -0.13], [-0.08, -0.08, -0.07], [-0.07, -0.04, -0.08], [0.01, -0.01, 0.00], [0.02, -0.02, -0.01], [-0.01, -0.01, -0.04], [-0.06, -0.03, -0.02], [0.24, 0.15, 0.07], [-0.14, 0.05, -0.19], [0.03, -0.08, 0.12], [0.06, 0.05, 0.00], [-0.02, 0.08, -0.10], [-0.06, -0.18, 0.15], [-0.02, -0.02, 0.02], [-0.01, -0.01, -0.02], [-0.01, -0.01, 0.00], [-0.02, -0.01, 0.01], [-0.01, 0.00, -0.03], [-0.03, -0.02, 0.00], [0.21, 0.12, 0.03], [-0.16, 0.02, 0.16], [0.06, -0.04, -0.11], [0.07, 0.02, 0.01], [-0.01, 0.05, 0.07], [-0.02, -0.13, -0.17], [0.00, -0.03, -0.02], [-0.03, 0.00, 0.00], [-0.01, 0.00, 0.00], [-0.02, -0.02, -0.01], [-0.03, 0.01, 0.01], [0.00, 0.01, 0.04], [0.01, -0.10, -0.27], [0.10, -0.13, 0.18], [-0.06, 0.12, -0.07], [0.02, -0.04, -0.02], [0.10, -0.26, 0.13], [-0.07, 0.13, 0.07], [-0.02, 0.02, 0.01], [0.01, 0.00, 0.02], [0.00, 0.01, 0.01], [0.03, -0.10, 0.07], [-0.01, -0.02, 0.04]], "lowdin_charge": [-0.0776, -0.2506, 0.0044, -0.3823, -0.0684, -0.1664, -0.1197, -0.3965, -0.0526, -0.0527, -0.4376, 0.1524, 0.0797, 0.0602, 0.0751, 0.0633, 0.1103, 0.1076, 0.1216, 0.1237, 0.1270, 0.1137, 0.1469, 0.1160, 0.1142, 0.1210, 0.0727, 0.0774, 0.0474, 0.0702, 0.0721, 0.0794, 0.0327, -0.2921, 0.0010, -0.0650, -0.0849, -0.0859, -0.0458, 0.0921, 0.0837, 0.1010, 0.1052, 0.1222, 0.0489, -0.2917, -0.0200, -0.0845, -0.0975, -0.0817, -0.0186, 0.1168, 0.1043, 0.1007, 0.1058, 0.1166, 0.0584, -0.2886, -0.0183, -0.0831, -0.0980, -0.0922, -0.0146, 0.1175, 0.1049, 0.0975, 0.0845, 0.1178, 0.0554, -0.2840, -0.0235, -0.0884, -0.0914, -0.0652, -0.0046, 0.1153, 0.1024, 0.1001, 0.0824, 0.1008], "homo_energy_ha": -0.332, "smiles": "CCN[C@@H]1C[C@@H](CC(C)C)C(=O)O1.Fc1ccccc1.Fc1ccccc1.Fc1ccccc1.Fc1ccccc1", "energy_ev": -52345.3943, "total_charge": 0}